Record 1
{"formula": "C25H26N4O", "method": "the ωB97M-V functional and the def2-TZVPD basis", "elements": ["C", "C", "N", "C", "C", "C", "C", "N", "C", "C", "C", "C", "C", "N", "C", "N", "C", "C", "C", "C", "C", "O", "C", "C", "C", "C", "C", "C", "C", "C", "H", "H", "H", "H", "H", "H", "H", "H", "H", "H", "H", "H", "H", "H", "H", "H", "H", "H", "H", "H", "H", "H", "H", "H", "H", "H"], "coordinates": [[0.135, 1.082, -1.498], [1.468, 0.435, -1.136], [1.639, 0.326, 0.301], [1.881, 1.588, 0.983], [3.190, 2.241, 0.614], [4.373, 1.917, 1.271], [5.560, 2.481, 0.834], [5.639, 3.318, -0.186], [4.517, 3.637, -0.807], [3.276, 3.134, -0.451], [2.556, -0.730, 0.686], [2.030, -2.078, 0.305], [2.766, -3.140, -0.174], [1.903, -4.144, -0.433], [2.206, -5.455, -0.927], [0.653, -3.793, -0.168], [0.692, -2.548, 0.293], [-0.527, -1.835, 0.649], [-0.564, -0.946, 1.720], [-1.713, -0.238, 2.005], [-2.851, -0.408, 1.223], [-3.976, 0.295, 1.579], [-4.812, 0.784, 0.613], [-4.371, 1.186, -0.644], [-5.269, 1.728, -1.545], [-6.602, 1.882, -1.204], [-7.036, 1.497, 0.054], [-6.149, 0.950, 0.961], [-2.839, -1.329, 0.180], [-1.685, -2.034, -0.099], [0.121, 2.142, -1.258], [-0.663, 0.588, -0.950], [-0.047, 0.973, -2.565], [2.298, 0.982, -1.615], [1.472, -0.582, -1.534], [1.050, 2.256, 0.745], [1.858, 1.390, 2.059], [4.368, 1.243, 2.115], [6.499, 2.252, 1.323], [4.620, 4.331, -1.632], [2.389, 3.441, -0.985], [3.560, -0.608, 0.237], [2.678, -0.686, 1.775], [3.820, -3.243, -0.340], [2.856, -5.990, -0.232], [1.266, -5.994, -1.029], [2.699, -5.397, -1.900], [0.308, -0.815, 2.337], [-1.750, 0.456, 2.831], [-3.329, 1.082, -0.909], [-4.920, 2.038, -2.519], [-7.298, 2.305, -1.913], [-8.073, 1.620, 0.330], [-6.471, 0.647, 1.945], [-3.733, -1.487, -0.406], [-1.667, -2.746, -0.909]], "forces_ev_per_angstrom": [[0.266, -0.082, 0.026], [-0.204, 0.033, -0.165], [0.248, 0.035, -0.036], [-0.110, -0.085, -0.013], [0.109, 0.078, -0.037], [-0.111, 0.109, -0.112], [0.000, -0.200, 0.222], [0.444, 0.203, -0.141], [-0.242, 0.077, -0.156], [0.079, -0.078, 0.184], [0.090, -0.048, 0.012], [0.093, -0.225, -0.076], [-0.200, 0.177, 0.128], [0.245, 0.538, 0.121], [0.111, -0.430, -0.162], [-0.725, -0.192, 0.072], [0.736, -0.227, -0.105], [-0.435, -0.005, 0.046], [-0.158, -0.201, -0.166], [-0.322, 0.158, -0.028], [0.365, -0.285, -0.120], [0.036, -0.031, 0.202], [-0.346, 0.250, -0.327], [0.212, -0.064, 0.217], [-0.070, 0.017, -0.015], [-0.091, 0.064, -0.099], [-0.007, 0.019, -0.056], [0.304, -0.152, 0.122], [-0.322, 0.169, 0.164], [0.208, 0.069, 0.141], [-0.064, 0.150, -0.001], [-0.152, -0.047, 0.052], [-0.059, 0.052, -0.114], [-0.031, -0.150, 0.016], [0.059, 0.087, -0.017], [0.035, 0.045, 0.090], [-0.032, 0.063, -0.011], [0.007, -0.075, 0.091], [0.026, -0.072, 0.102], [-0.088, 0.054, -0.073], [-0.102, 0.025, -0.072], [-0.059, 0.005, 0.158], [0.068, 0.092, -0.039], [0.228, -0.022, -0.067], [-0.060, 0.012, -0.034], [0.073, 0.041, 0.004], [-0.048, -0.015, 0.042], [0.131, 0.040, 0.078], [-0.013, 0.080, 0.090], [0.043, -0.012, -0.018], [0.031, 0.023, -0.072], [-0.058, 0.034, -0.056], [-0.078, 0.006, 0.032], [-0.024, -0.043, 0.107], [-0.033, -0.007, -0.036], [0.000, -0.057, -0.095]], "relative_energy_kcal_mol": 37.3, "smiles": "CCN(Cc1ccncc1)Cc1cn(C)nc1-c1ccc(Oc2ccccc2)cc1", "homo_energy_ev": -7.915}

---

Record 2
{"formula": "C25H26N4O3S", "method": "the ωB97M-V functional and the def2-TZVPD basis", "elements": ["O", "C", "N", "H", "C", "C", "C", "C", "C", "O", "H", "H", "H", "H", "H", "C", "C", "C", "C", "H", "H", "C", "N", "C", "N", "C", "C", "C", "C", "C", "C", "C", "O", "H", "H", "H", "H", "S", "C", "C", "C", "C", "N", "C", "C", "H", "H", "H", "H", "H", "H", "H", "H", "H", "H", "H", "H", "H", "H"], "coordinates": [[3.514, 3.248, 0.785], [3.328, 2.274, -0.089], [3.367, 0.874, 0.278], [3.202, 0.323, -0.479], [3.263, 0.691, 1.442], [2.165, -0.113, 1.885], [2.037, -1.330, 2.351], [0.659, -1.835, 2.187], [0.084, -0.651, 1.853], [0.884, 0.341, 1.666], [-0.856, -0.482, 1.914], [0.288, -2.770, 2.475], [2.701, -2.122, 2.308], [4.287, -0.039, 1.974], [3.341, 1.504, 2.103], [3.434, 2.642, -1.516], [2.299, 3.780, -2.025], [1.098, 3.780, -1.197], [0.408, 2.186, -0.958], [-0.445, 2.539, -0.298], [1.128, 1.778, -0.367], [0.309, 1.506, -2.017], [-0.157, 0.065, -1.661], [-1.428, -0.135, -1.277], [-1.827, -1.533, -1.173], [-1.051, -2.354, -0.751], [-1.506, -3.381, -0.301], [-0.425, -4.670, 0.017], [0.930, -4.192, -0.186], [1.253, -3.049, -0.709], [0.420, -2.189, -1.038], [0.819, -0.792, -1.661], [1.959, -0.523, -1.719], [2.298, -2.788, -1.040], [1.589, -5.010, -0.091], [-0.729, -5.634, 0.494], [-2.472, -3.752, -0.201], [-2.709, 1.135, -1.436], [-4.142, 0.182, -0.985], [-3.848, -0.129, 0.548], [-4.390, -1.305, 1.072], [-3.942, -1.542, 2.503], [-3.619, -0.622, 3.137], [-3.464, 0.648, 2.652], [-3.462, 0.831, 1.276], [-3.525, 1.832, 1.008], [-3.224, 1.286, 3.432], [-4.477, -2.537, 2.717], [-4.598, -2.286, 0.199], [-4.191, -0.674, -1.554], [-4.998, 0.839, -1.199], [1.053, 1.304, -2.818], [-0.779, 1.724, -2.822], [1.183, 4.243, -0.211], [0.253, 4.357, -1.695], [2.907, 4.588, -1.666], [2.197, 3.567, -3.187], [4.462, 2.863, -1.920], [3.146, 1.509, -2.029]], "forces_ev_per_angstrom": [[-1.518, -4.651, -3.247], [3.471, 3.610, 3.547], [1.505, 9.922, -13.918], [-0.706, -2.505, -2.031], [2.681, -6.641, 17.027], [-1.989, -0.299, 0.609], [-1.266, -3.986, -0.990], [2.064, 4.137, 0.739], [2.099, -4.256, 0.670], [1.572, 2.576, -0.766], [-6.294, 1.598, -0.281], [-0.633, -0.893, 0.138], [2.303, -0.741, 0.673], [-2.286, 1.702, -1.217], [0.238, 1.736, 0.230], [-2.597, -3.669, -3.343], [3.540, -2.750, -0.704], [-4.149, -1.804, -0.320], [1.225, 12.058, 8.791], [0.525, -1.317, -1.064], [1.736, -1.268, 2.241], [-6.701, -7.723, -13.181], [-1.125, 5.061, -0.788], [-2.860, -6.583, -1.367], [-7.713, 15.268, -2.934], [12.497, 2.280, -2.381], [0.771, -16.244, 5.873], [-0.120, 6.162, -0.727], [-5.054, -8.158, 2.713], [7.890, 0.650, -1.656], [-6.999, 7.058, -2.307], [-1.981, -6.771, 4.126], [4.472, 1.383, -1.657], [-0.732, -0.650, 0.739], [1.428, -0.408, 0.379], [0.374, 1.041, -0.727], [-1.716, 0.373, 0.080], [1.866, -0.338, -1.383], [1.240, 1.371, 2.792], [-5.747, -6.392, -6.678], [3.258, -2.824, -1.652], [-7.639, -9.276, -10.430], [3.529, 8.725, 7.777], [0.736, -3.181, -1.176], [0.952, 5.279, 7.424], [0.740, 1.644, -1.050], [0.323, 1.873, 0.789], [1.837, 0.963, 1.398], [0.277, 3.204, 3.127], [-0.146, -1.944, -1.155], [0.206, -0.155, 0.448], [0.094, 0.800, 1.208], [3.206, 0.238, 2.219], [0.443, -0.404, -0.118], [0.996, -0.595, 0.367], [0.011, 1.377, -1.072], [0.115, 1.051, 2.562], [-1.066, 0.029, 0.918], [0.819, 3.258, 0.712]], "relative_energy_kcal_mol": 466.1, "homo_energy_ev": -7.918}

---

Record 3
{"formula": "C25H26NO7P2Pt", "method": "the ωB97M-V functional and the def2-TZVPD basis", "elements": ["Pt", "N", "C", "C", "P", "O", "O", "O", "P", "O", "O", "O", "H", "H", "H", "H", "H", "H", "H", "H", "C", "C", "C", "C", "C", "C", "C", "C", "C", "C", "C", "C", "C", "C", "C", "H", "H", "H", "H", "H", "H", "H", "H", "H", "H", "C", "C", "O", "C", "C", "C", "C", "C", "C", "H", "H", "H", "H", "H", "H", "H", "H"], "coordinates": [[-0.622, 0.040, -1.406], [-2.998, -0.929, -4.589], [-1.878, 0.072, -4.474], [-1.413, 0.556, -5.828], [-2.424, 1.285, -3.199], [-3.011, 2.531, -3.992], [-1.148, 1.776, -2.475], [-3.448, 0.518, -2.441], [-0.585, -0.888, -3.469], [0.799, -0.391, -4.145], [-0.862, -2.332, -3.759], [1.904, -1.240, -1.162], [-3.610, -0.750, -5.383], [-3.536, -0.819, -3.701], [-2.581, -1.873, -4.633], [-2.220, 1.055, -6.369], [-1.035, -0.270, -6.435], [-0.605, 1.272, -5.699], [-2.640, 3.384, -3.746], [1.145, -1.045, -4.766], [-0.356, 0.887, 0.451], [-0.111, 1.475, 1.507], [0.125, 2.054, 2.726], [-0.535, 3.305, 3.055], [-0.954, 4.159, 2.024], [-1.603, 5.340, 2.322], [-1.870, 5.670, 3.646], [-1.486, 4.819, 4.675], [-0.814, 3.647, 4.387], [1.035, 1.395, 3.654], [1.829, 2.142, 4.533], [2.726, 1.505, 5.371], [2.824, 0.120, 5.359], [2.040, -0.632, 4.489], [1.164, 0.000, 3.629], [-0.745, 3.886, 0.998], [-1.907, 6.005, 1.526], [-2.389, 6.591, 3.877], [-1.718, 5.069, 5.701], [-0.542, 2.969, 5.185], [1.770, 3.222, 4.525], [3.352, 2.087, 6.033], [3.517, -0.377, 6.025], [2.118, -1.710, 4.484], [0.553, -0.572, 2.943], [-1.330, -4.070, -0.236], [-0.298, -3.018, -0.549], [-0.752, -1.874, -0.648], [1.106, -3.428, -0.696], [1.426, -4.785, -0.521], [2.711, -5.262, -0.642], [3.736, -4.375, -0.953], [3.462, -3.035, -1.131], [2.163, -2.552, -1.001], [-2.305, -3.594, -0.193], [-1.122, -4.552, 0.720], [-1.332, -4.836, -1.012], [0.639, -5.487, -0.286], [2.917, -6.313, -0.501], [4.753, -4.730, -1.058], [4.259, -2.341, -1.373], [2.713, -0.757, -1.371]], "forces_ev_per_angstrom": [[-0.017, -0.091, 0.041], [-0.065, -0.016, -0.058], [0.062, -0.057, 0.279], [-0.054, 0.062, -0.009], [0.000, -0.013, 0.274], [-0.032, 0.043, -0.113], [-0.061, -0.451, 0.202], [-0.209, 0.226, -0.211], [0.218, 0.291, -0.303], [0.059, -0.073, 0.059], [-0.085, -0.072, 0.081], [0.056, 0.020, 0.084], [0.030, 0.013, 0.006], [-0.052, 0.024, -0.029], [0.047, -0.030, 0.043], [-0.001, -0.006, 0.010], [0.004, 0.007, -0.006], [0.011, 0.006, -0.005], [0.096, 0.073, 0.047], [-0.036, -0.032, -0.076], [-0.158, 0.287, -0.526], [-0.081, -0.207, 0.057], [-0.001, 0.010, -0.053], [-0.017, 0.059, -0.009], [0.021, -0.041, 0.018], [-0.015, 0.026, 0.007], [0.023, -0.035, -0.021], [-0.016, 0.029, 0.030], [0.007, -0.031, -0.013], [0.042, -0.001, 0.042], [-0.010, 0.000, -0.010], [0.016, -0.002, 0.023], [-0.029, 0.018, -0.027], [0.010, -0.022, 0.010], [-0.011, 0.017, -0.019], [-0.004, 0.006, -0.003], [0.000, 0.000, -0.004], [-0.003, 0.005, 0.000], [0.001, -0.002, 0.001], [-0.018, 0.007, 0.000], [0.018, -0.006, -0.004], [0.001, 0.001, 0.000], [0.002, -0.003, 0.002], [0.004, 0.001, 0.001], [0.002, 0.001, 0.000], [0.049, 0.009, 0.045], [-0.132, -0.063, -0.036], [0.331, -0.015, 0.282], [0.010, 0.049, -0.034], [-0.009, -0.022, -0.015], [0.005, -0.014, -0.002], [-0.040, 0.026, 0.002], [0.022, 0.004, -0.006], [0.053, 0.008, -0.006], [0.004, 0.017, -0.013], [0.011, -0.020, -0.013], [-0.020, 0.006, -0.001], [0.002, 0.003, 0.001], [0.001, -0.004, 0.001], [0.004, -0.005, 0.000], [-0.005, 0.006, 0.004], [-0.039, -0.028, -0.028]], "relative_energy_kcal_mol": 25.8, "homo_energy_ev": -11.152, "charge": 1}

---

Record 4
{"formula": "C25H26NO7S2", "method": "the ωB97M-V functional and the def2-TZVPD basis", "elements": ["C", "C", "C", "C", "C", "S", "N", "C", "C", "C", "C", "C", "C", "C", "O", "O", "C", "C", "H", "H", "H", "H", "H", "H", "H", "H", "H", "H", "H", "H", "H", "C", "C", "O", "C", "C", "O", "C", "S", "C", "C", "C", "C", "C", "C", "O", "O", "O", "H", "H", "H", "H", "H", "H", "H", "H", "H", "H", "H", "H", "H"], "coordinates": [[1.815, 4.405, 5.114], [1.588, 3.017, 4.634], [2.232, 1.950, 5.245], [1.992, 0.657, 4.827], [1.122, 0.423, 3.790], [0.790, -1.246, 3.229], [2.086, -1.423, 2.211], [2.106, -2.537, 1.619], [3.123, -2.907, 0.656], [3.112, -4.168, 0.071], [4.082, -4.513, -0.840], [5.066, -3.608, -1.186], [5.086, -2.352, -0.611], [4.122, -2.004, 0.307], [0.887, -2.144, 4.423], [-0.439, -1.228, 2.370], [0.490, 1.469, 3.166], [0.725, 2.763, 3.578], [1.232, 5.126, 4.541], [1.522, 4.496, 6.159], [2.863, 4.691, 5.032], [2.907, 2.138, 6.063], [2.466, -0.177, 5.318], [1.319, -3.254, 1.834], [2.333, -4.864, 0.333], [4.079, -5.498, -1.273], [5.827, -3.884, -1.898], [5.862, -1.649, -0.868], [4.128, -1.033, 0.774], [-0.200, 1.261, 2.366], [0.223, 3.582, 3.090], [0.314, -6.765, -4.447], [0.619, -5.641, -3.476], [-0.387, -4.672, -3.538], [-0.344, -3.832, -2.445], [-1.275, -2.768, -2.451], [-1.533, -1.870, -1.451], [-1.122, -2.252, -0.157], [-2.267, -2.545, -3.943], [-2.745, -0.827, -3.746], [-4.066, -0.505, -3.554], [-4.435, 0.812, -3.391], [-3.475, 1.803, -3.421], [-2.151, 1.476, -3.637], [-1.788, 0.155, -3.799], [-1.423, -2.496, -5.196], [-3.538, -3.352, -3.814], [0.450, -4.005, -1.516], [1.174, -7.403, -4.649], [-0.499, -7.385, -4.067], [-0.031, -6.335, -5.387], [0.676, -5.987, -2.436], [1.560, -5.119, -3.696], [-0.636, -1.403, 0.325], [-2.000, -2.536, 0.421], [-0.439, -3.095, -0.197], [-4.797, -1.296, -3.542], [-5.470, 1.064, -3.230], [-3.757, 2.831, -3.264], [-1.401, 2.248, -3.671], [-0.760, -0.118, -3.977]], "forces_ev_per_angstrom": [[0.020, 0.493, 0.077], [-0.040, -0.090, -0.226], [-0.143, -0.065, -0.095], [0.395, -0.278, 0.454], [-0.396, -0.635, -0.272], [-2.311, -0.454, 0.807], [0.273, 0.828, 0.651], [-0.304, -1.015, -0.376], [0.314, -0.048, -0.239], [-0.382, 0.147, 0.355], [0.200, -0.257, -0.148], [0.069, -0.166, -0.080], [0.124, 0.234, 0.072], [-0.033, 0.156, 0.128], [-0.155, 1.721, -2.695], [2.680, -0.048, 2.753], [-0.421, 0.020, -0.489], [0.111, 0.026, 0.221], [-0.008, -0.006, 0.002], [0.029, 0.072, 0.106], [0.073, 0.000, 0.044], [0.153, -0.006, 0.188], [0.100, -0.143, 0.089], [-0.059, -0.465, -0.233], [-0.189, -0.100, -0.052], [-0.060, -0.156, -0.150], [0.104, -0.054, -0.138], [0.087, 0.112, -0.072], [-0.008, 0.195, 0.053], [-0.118, -0.040, -0.177], [-0.110, 0.143, -0.096], [-0.347, 0.292, -0.114], [0.674, -0.285, 0.286], [-0.567, 0.061, 0.188], [-1.738, 2.464, -0.010], [0.281, -1.813, -2.993], [0.171, 0.752, -0.102], [-0.261, -0.008, 0.497], [0.330, -0.603, 0.565], [-0.236, -0.590, 0.013], [-0.369, -0.348, 0.014], [-0.159, 0.210, 0.037], [-0.145, 0.218, 0.063], [0.174, 0.063, 0.010], [0.587, 0.100, -0.148], [-2.025, -0.802, 2.203], [2.243, 1.487, -1.201], [1.432, -1.080, 0.369], [0.084, 0.071, 0.129], [-0.003, -0.027, 0.027], [0.077, -0.028, -0.111], [0.233, -0.187, -0.332], [0.181, -0.413, -0.087], [-0.229, -0.090, -0.336], [-0.220, 0.039, 0.262], [-0.079, 0.225, 0.193], [-0.087, -0.169, 0.071], [-0.211, 0.062, 0.027], [-0.064, 0.227, -0.015], [0.139, 0.128, 0.000], [0.141, -0.073, 0.035]], "relative_energy_kcal_mol": 25.8, "homo_energy_ev": -2.836, "charge": -1}

---

These records have Kohn-Sham gap values of 0.3161, 0.2802, 0.2476, 0.1735 Eh, in the order they appear.